A cluster of 7 separate species, C9H34N2O7 in total at a distorted geometry, computed with ωB97M-V with the def2-TZVPD basis set.

The geometry in XYZ format:
```
52
Properties=species:S:1:pos:R:3:forces:R:3:lowdin_spin:R:1
O -4.892440 -6.726520 -10.725490 0.049 -0.293 0.123 0.02
O -6.123360 1.219900 -7.383570 -0.696 0.204 -1.260 0.01
O -2.291410 -2.203160 -7.133790 0.411 0.494 -1.255 0.31
O -1.688550 -0.594910 -9.483120 -0.189 0.564 -0.814 0.06
O -6.761290 -1.451670 -11.190210 -0.352 0.111 -0.244 0.01
O -3.680790 -1.877880 -10.972220 -0.525 0.807 -2.770 0.01
O -3.304260 -4.862820 -13.654980 0.569 -0.367 0.732 0.00
N -8.113490 0.725550 -4.183680 0.009 -0.254 -0.685 0.00
N 0.222070 -3.827210 -13.177000 0.303 0.309 0.239 0.00
C -5.305080 0.258040 -8.084240 0.734 0.124 1.008 0.04
C -2.246570 -3.937960 -13.577710 0.094 0.161 1.291 0.00
C -4.004310 -2.856940 -10.056350 0.986 -0.033 0.614 0.07
C -0.954110 -4.673550 -13.137610 -0.931 -1.460 -0.336 0.00
C -6.625830 0.690820 -6.180410 0.660 -0.785 0.842 0.03
C -7.346200 2.890900 -5.025870 1.229 0.473 -0.350 0.00
C -4.553520 -4.286010 -13.885860 -0.591 -0.972 -0.676 0.01
C -1.037610 -5.438430 -11.776000 -0.247 0.637 0.227 0.02
C -7.724850 1.465570 -5.386000 0.297 0.963 -1.324 0.00
H -1.006150 -1.133400 -9.883860 0.328 -0.185 -0.071 0.01
H -4.382050 0.151740 -7.514320 0.400 0.125 -0.014 0.02
H -4.613710 -3.996290 -14.934920 -0.192 0.316 -0.222 0.00
H -1.785230 -6.227060 -11.690970 -0.357 0.252 -0.596 0.00
H -6.489390 2.886520 -4.352100 0.018 -0.063 0.198 0.00
H -4.289870 -2.224290 -9.215930 -0.437 -1.438 1.027 0.02
H -1.860550 -1.013840 -8.639830 -0.137 -0.508 1.051 0.03
H -2.182880 -3.439090 -14.544760 0.611 0.139 -0.251 0.00
H -8.084970 3.573820 -4.606420 -0.527 -0.598 0.225 0.00
H -0.864940 -5.453390 -13.893920 0.042 -0.415 -0.229 0.00
H -6.994590 -0.308720 -6.410710 -0.499 -0.247 0.160 0.01
H -7.003570 3.427190 -5.910800 0.087 -0.171 -0.262 0.00
H -3.171190 -2.320890 -6.775510 -0.888 -0.176 0.427 0.11
H -4.538410 -5.871530 -10.970180 0.241 0.282 -0.077 0.00
H -1.221100 -4.765890 -10.938070 -0.104 0.303 -0.064 0.01
H -4.902640 -3.459950 -13.266310 0.586 0.161 0.381 0.00
H -2.524380 -3.193600 -12.831480 0.169 0.380 0.111 0.00
H -5.652530 -0.774550 -8.117890 -0.959 0.057 0.151 0.02
H -3.066030 -1.290940 -10.525940 0.494 0.489 0.188 0.01
H -8.995890 1.133310 -3.909440 -0.130 0.265 0.450 0.00
H -4.742380 -3.564810 -10.433540 -0.443 0.365 0.042 0.01
H 1.010970 -4.434810 -13.008020 0.243 -0.002 0.387 0.00
H -8.413100 -0.165460 -4.553030 0.098 -0.689 0.290 0.00
H -8.557340 1.545440 -6.085060 -0.341 -0.066 -0.209 0.00
H 0.403770 -3.497980 -14.114390 -0.321 0.254 -0.255 0.00
H -1.705770 -2.447200 -6.417060 0.485 -0.216 0.643 0.08
H -7.354870 -2.073790 -10.769670 -0.172 -0.120 0.144 0.01
H -5.902350 -1.649740 -10.817090 0.550 0.102 -0.043 0.00
H -3.089210 -3.430470 -9.908880 -0.132 -0.365 0.951 0.02
H -0.130230 -5.964670 -11.479660 0.486 0.202 -0.530 0.00
H -5.773760 -6.737110 -11.098840 -0.235 -0.002 -0.078 0.00
H -5.042010 0.526980 -9.107260 -0.421 0.636 0.167 0.00
H -5.754070 0.504850 -5.553070 0.052 0.066 0.634 0.02
H -5.223380 -5.133410 -13.739880 -0.404 0.184 -0.086 0.00
```
Positions in Å, forces in eV/Å.

- <S²>: 0.7504
- 2S+1: 2
- Calculated total energy: -27194.4005 eV
- Total charge: -1
- E_HOMO (alpha / beta): 0.3 / -7.1 eV
- Orbital gap (alpha / beta): 2.42 / 9.76 eV